Entry 1:
The following is a DFT calculation (the ωB97M-V functional and the def2-TZVPD basis) of the molecule C6H10FN.

```
! RIJCOSX wB97M-V def2-TZVPD def2/J DEFGRID3
* xyz 0 1
F -0.7637 2.1461 -1.4346
N 1.2864 -0.7695 -0.3900
C 1.1937 0.3297 0.5126
C 0.8324 0.4998 -0.9667
C -0.0714 0.5769 1.3252
C -1.2225 0.6173 0.3712
C 0.3968 -1.8878 -0.2212
C -0.6903 0.7631 -1.0194
H 1.3851 1.1009 -1.6427
H -1.2754 0.1920 -1.7667
H -0.5778 -1.8031 0.2285
H -1.8326 -0.2977 0.4485
H -0.1472 -0.1825 2.1210
H 0.0320 1.5598 1.8302
H 2.1499 0.6888 0.8126
H 0.9209 -2.5636 0.4565
H 0.2581 -2.4079 -1.2360
H -1.8744 1.4376 0.5711
*
```

The structure (SMILES) is CN1[C@H]2[C@H](F)CC[C@H]21. Its calculated total energy is -10590.179 eV. As for the LUMO energy: 0.99 eV. Its relative energy (zero: lowest compared OMol25 entry of this formula, charge and spin) is 85.96 kJ/mol. The value obtained for the HOMO energy is -0.3339 hartree.

Mulliken population analysis, charges in e, atoms 1 to 5: number 1, F, carries -0.3744; number 2, N, carries -0.2053; number 3, C, carries -0.3934; number 4, C, carries -0.4570; number 5, C, carries -0.6238

=====

Entry 2:
The following is a DFT calculation (the ωB97M-V functional and the def2-TZVPD basis) of the molecule C6H10FN.

```
! RIJCOSX wB97M-V def2-TZVPD def2/J DEFGRID3
* xyz 0 1
F -0.4970 -0.6146 -2.6066
N -0.2578 0.5923 0.7831
C -0.2104 -0.3993 -1.3147
C 0.4637 2.0479 -1.1742
C 0.3921 -0.7164 0.8795
C -0.4443 -1.6638 1.7954
C 0.3006 -1.2817 -0.4839
C -0.4734 0.8984 -0.6660
H 1.5184 1.7619 -1.0903
H -1.4390 -1.6634 1.3961
H 0.5116 -2.3194 -0.7490
H -0.0464 -2.6760 1.8212
H 0.2380 1.3452 1.2514
H 0.2801 3.0702 -0.7965
H 1.4044 -0.6488 1.2892
H 0.2357 2.3000 -2.2673
H -0.4781 -1.2018 2.7858
H -1.4981 1.1694 -0.8532
*
```

The structure (SMILES) is C[C@@H]1N[C@@H](C)C=C1F. Its calculated total energy is -10590.817 eV. As for the LUMO energy: 1.03 eV. Its relative energy (zero: lowest compared OMol25 entry of this formula, charge and spin) is 24.34 kJ/mol. The value obtained for the HOMO energy is -0.3179 hartree.

Mulliken population analysis, charges in e, atoms 1 to 5: number 1, F, carries -0.3158; number 2, N, carries -0.4999; number 3, C, carries 0.3051; number 4, C, carries -1.3135; number 5, C, carries 0.3874

=====

Entry 3:
The following is a DFT calculation (the ωB97M-V functional and the def2-TZVPD basis) of the ion C6H10FN2O with charge +1.

```
! RIJCOSX wB97M-V def2-TZVPD def2/J DEFGRID3
* xyz 1 1
F -0.2634 -2.8964 -0.4376
O 0.0846 1.7699 -1.1105
N 2.1405 1.0409 1.3623
N 0.2007 -0.0304 0.8585
C -1.0347 1.3410 -1.6568
C 1.2585 0.5939 0.4226
C -1.6910 -1.5460 1.1679
C -0.9315 -0.6029 0.4150
C 1.3383 1.0003 -1.0417
C -1.2391 -1.9092 -0.2975
H -1.9138 1.7304 -1.3583
H 0.1752 -0.1126 1.8615
H -1.3337 -2.1684 1.9677
H -2.7146 -1.3113 1.2385
H 3.0449 1.5861 1.0642
H 2.0748 1.7610 -1.1355
H 1.4668 0.2842 -1.8405
H -0.8659 0.7199 -2.5721
H 2.0238 0.7527 2.2927
H -1.8205 -2.0031 -1.2002
*
```

Its calculated total energy is -14116.901 eV. As for the LUMO energy (spin up / spin down): -4.79 / -3.57 eV. Its relative energy (zero: lowest compared OMol25 entry of this formula, charge and spin) is 509.20 kJ/mol. The value obtained for the HOMO energy (spin up / spin down) is -0.4153 / -0.4371 hartree.

Mulliken population analysis, charges in e, atoms 1 to 5: number 1, F, carries -0.3033; number 2, O, carries -0.3196; number 3, N, carries -0.4496; number 4, N, carries -0.1509; number 5, C, carries -0.4198

=====

Entry 4:
The following is a DFT calculation (the ωB97M-V functional and the def2-TZVPD basis) of the ion C6H10FN3O with charge +2.

```
! RIJCOSX wB97M-V def2-TZVPD def2/J DEFGRID3
* xyz 2 1
F -1.0570 1.6503 -0.7360
O 2.1772 1.5564 0.0979
N 0.4334 0.3209 0.3718
N 2.1326 -0.7913 -0.4826
N 1.2737 1.2483 1.0770
C -1.9223 0.7875 1.3153
C -1.1644 0.5667 -0.0110
C -1.4613 -0.6487 -0.9183
C 0.7772 -0.7874 -0.0840
C -0.3266 -1.6596 -0.6131
C 2.7161 0.5122 -0.4775
H -2.4339 -1.0383 -0.7513
H -1.1793 1.2945 1.8929
H 2.6706 -1.6467 -0.8356
H 0.8620 2.0501 1.5261
H -0.7322 -2.3408 0.2452
H -0.1433 -2.3391 -1.3931
H -2.8255 1.3189 1.2187
H -1.2575 -0.4385 -1.9411
H 3.4904 0.6161 -1.2963
H -2.0298 -0.2317 1.7951
*
```

The structure (SMILES) is C[C@]1(F)CCC2=[N+]1NOC=[NH+]2. Its calculated total energy is -15596.459 eV. As for the LUMO energy: -10.53 eV. Its relative energy (zero: lowest compared OMol25 entry of this formula, charge and spin) is 277.50 kJ/mol. The value obtained for the HOMO energy is -0.7259 hartree.

Mulliken population analysis, charges in e, atoms 1 to 5: number 1, F, carries -0.3139; number 2, O, carries -0.0141; number 3, N, carries 0.3222; number 4, N, carries -0.1147; number 5, N, carries -0.5487

=====

Entry 5:
The following is a DFT calculation (the ωB97M-V functional and the def2-TZVPD basis) of a structure of composition C6H10IO2P.

```
! RIJCOSX wB97M-V def2-TZVPD def2/J DEFGRID3
* xyz 0 1
I -2.2558 3.2569 1.8142
P -1.4512 -1.3765 1.7848
O -0.4381 1.5853 0.6370
O -0.5118 -0.1100 -1.1534
C 1.8283 1.4712 1.0545
C -0.6942 -1.0259 -2.2495
C 0.7712 1.1855 0.3232
C -0.6812 1.7782 1.9074
C 0.7915 0.2108 -0.8003
C 1.9116 -0.2188 -1.4216
H 2.7153 1.0698 0.6725
H 1.8205 2.0068 1.9909
H -2.4784 -0.5550 2.4676
H -0.2598 -2.0535 -2.1864
H 1.9134 -1.0292 -2.1756
H -1.1637 -2.3669 2.7808
H 2.8926 0.2047 -1.1522
H -1.7016 -1.2364 -2.3482
H -2.5608 -2.1220 1.2730
H -0.4478 -0.6750 -3.2190
*
```

Its calculated total energy is -27862.461 eV. As for the LUMO energy: -0.36 eV. Its relative energy (zero: lowest compared OMol25 entry of this formula, charge and spin) is 183.16 kJ/mol. The value obtained for the HOMO energy is -0.3270 hartree.

Mulliken population analysis, charges in e, atoms 1 to 5: number 1, I, carries -0.0597; number 2, P, carries -0.1571; number 3, O, carries 0.1963; number 4, O, carries -0.2476; number 5, C, carries -1.0979

=====

Entry 6:
The following is a DFT calculation (the ωB97M-V functional and the def2-TZVPD basis) of a cluster of 2 separate species, C6H10IP in total.

```
! RIJCOSX wB97M-V def2-TZVPD def2/J DEFGRID3
* xyz 0 1
I -4.0677 -0.1964 0.0819
P 0.1299 -0.6168 -0.2966
C 1.0405 1.4379 1.2212
C -2.4104 1.0119 -0.1500
C -2.4340 2.2614 -0.0482
C 1.3966 -0.7174 -1.4702
C -0.5152 -2.2004 0.1795
C 0.8561 0.1260 1.2596
H -3.4991 2.7565 0.0824
H 1.0287 -1.3409 -2.2560
H 0.4578 1.9471 0.6038
H 1.1030 -0.6380 1.9889
H 2.1164 0.1186 -1.7386
H 0.0937 -2.6243 1.0861
H -1.5129 2.8710 -0.2794
H -0.4257 -3.0283 -0.5567
H -1.5049 -2.0658 0.4428
H 1.4022 1.9410 2.0425
*
```

Its calculated total energy is -23766.965 eV. As for the LUMO energy (spin up / spin down): -0.25 / -0.72 eV. Its relative energy (zero: lowest compared OMol25 entry of this formula, charge and spin) is 8.81 kJ/mol. The value obtained for the HOMO energy (spin up / spin down) is -0.2883 / -0.2626 hartree.

Mulliken population analysis, charges in e, atoms 1 to 5: number 1, I, carries 0.0000; number 2, P, carries 0.5804; number 3, C, carries -0.6273; number 4, C, carries -0.2124; number 5, C, carries -0.4423

=====

Entry 7:
The following is a DFT calculation (the ωB97M-V functional and the def2-TZVPD basis) of the ion C6H10N with charge +1.

```
! RIJCOSX wB97M-V def2-TZVPD def2/J DEFGRID3
* xyz 1 1
N 0.7758 -0.0872 0.3101
C -2.2433 -1.0455 0.0559
C 1.2870 1.2226 0.8347
C -1.1665 1.2820 -0.5088
C -1.7347 0.2659 -0.0300
C 0.4477 1.0008 -0.4027
C 1.6511 -1.1257 -0.1900
H 2.7237 -0.8638 -0.1507
H -3.1404 -1.1920 0.7943
H 1.2790 -1.2849 -1.2148
H 2.3263 1.4620 0.5931
H -2.6203 -1.3206 -0.9143
H 0.6646 1.5541 1.7256
H 1.5177 -1.9369 0.4737
H 1.0602 1.4682 -1.1928
H -1.4325 -1.7006 0.5079
H -1.3955 2.3016 -0.6912
*
```

Its calculated total energy is -7861.993 eV. As for the LUMO energy: -6.14 eV. Its relative energy (zero: lowest compared OMol25 entry of this formula, charge and spin) is 420.19 kJ/mol. The value obtained for the HOMO energy is -0.5103 hartree.

Mulliken population analysis, charges in e, atoms 1 to 5: number 1, N, carries -0.1842; number 2, C, carries -0.8337; number 3, C, carries -0.5853; number 4, C, carries -0.7659; number 5, C, carries 0.7219

=====

Entry 8:
The following is a DFT calculation (the ωB97M-V functional and the def2-TZVPD basis) of a structure of composition C6H10N.

```
! RIJCOSX wB97M-V def2-TZVPD def2/J DEFGRID3
* xyz 1 1
N 0.4180 -1.1785 -0.2769
C -0.3509 1.1546 0.4765
C -2.1782 0.2849 0.5439
C 1.7966 -1.6345 0.2471
C 0.4559 0.2457 -0.3575
C 0.5389 1.4847 -1.0023
C 0.3431 2.3262 0.2080
H 0.0995 1.6965 -1.9176
H 0.0047 3.2509 0.3761
H -0.2865 -1.1934 0.4963
H 0.3012 -1.6923 -1.1668
H 1.9818 -1.0210 1.0189
H -1.9045 -0.0991 -0.3897
H 2.4450 -1.5326 -0.5830
H -2.2781 -0.4142 1.3223
H 1.6539 -2.6320 0.5892
H -3.0403 0.9543 0.4155
*
```

Its calculated total energy is -7859.033 eV. As for the LUMO energy: -3.86 eV. Its relative energy (zero: lowest compared OMol25 entry of this formula, charge and spin) is 705.77 kJ/mol. The value obtained for the HOMO energy is -0.4175 hartree.

Mulliken population analysis, charges in e, atoms 1 to 5: number 1, N, carries -0.0764; number 2, C, carries 0.2571; number 3, C, carries -0.9343; number 4, C, carries -0.9112; number 5, C, carries -0.1409

=====

Entry 9:
The following is a DFT calculation (the ωB97M-V functional and the def2-TZVPD basis) of a cluster of 2 separate species, C6H10N in total.

```
! RIJCOSX wB97M-V def2-TZVPD def2/J DEFGRID3
* xyz 1 1
N -0.6426 -0.4440 -0.3621
C 1.8487 0.1956 -0.3055
C 2.4561 1.2057 0.6414
C -0.8073 -1.8700 -0.3957
C 0.2814 0.3412 -0.2652
C -4.4861 0.3608 0.1250
C -3.3717 0.5361 -0.2649
H 2.2462 -0.8679 -0.1944
H 0.2444 1.4816 -0.1417
H 3.5934 1.1283 0.6967
H 0.2312 -2.4062 -0.4539
H 2.1375 1.0073 1.7188
H 2.2629 2.2088 0.2565
H -1.5171 -2.1098 -1.2140
H -1.1757 -2.0003 0.6475
H -5.3054 0.6844 0.7858
H 2.0042 0.5484 -1.2743
*
```

Its calculated total energy is -7858.437 eV. As for the LUMO energy (spin up / spin down): -7.75 / -6.63 eV. Its relative energy (zero: lowest compared OMol25 entry of this formula, charge and spin) is 763.31 kJ/mol. The value obtained for the HOMO energy (spin up / spin down) is -0.5472 / -0.5301 hartree.

Mulliken population analysis, charges in e, atoms 1 to 5: number 1, N, carries 0.0721; number 2, C, carries -0.2482; number 3, C, carries -1.2012; number 4, C, carries -0.6515; number 5, C, carries 0.0245

=====

Entry 10:
The following is a DFT calculation (the ωB97M-V functional and the def2-TZVPD basis) of a cluster of 2 separate species, C6H10N in total.

```
! RIJCOSX wB97M-V def2-TZVPD def2/J DEFGRID3
* xyz 1 1
N -1.0038 0.7864 1.0823
C 0.0301 1.0294 0.0642
C 1.5392 0.9443 0.2023
C -0.2185 -3.1911 -1.1783
C -0.2818 -2.4852 -0.1061
C -1.0824 0.3093 -0.3720
C 0.8538 2.2502 -0.0742
H -1.6612 1.4993 1.5429
H 1.2120 2.8116 -0.9029
H 0.5825 2.8880 0.6939
H -0.9282 0.0079 1.7459
H 1.8925 0.4080 -0.6140
H -1.7921 0.5710 -1.1129
H -0.3276 -2.6676 0.9116
H 2.0378 0.6761 1.1219
H 0.5012 -4.0973 -1.1200
H -0.6067 -3.0425 -2.2245
*
```

Its calculated total energy is -7859.405 eV. As for the LUMO energy (spin up / spin down): -3.89 / -5.20 eV. Its relative energy (zero: lowest compared OMol25 entry of this formula, charge and spin) is 669.94 kJ/mol. The value obtained for the HOMO energy (spin up / spin down) is -0.4937 / -0.4504 hartree.

Mulliken population analysis, charges in e, atoms 1 to 5: number 1, N, carries -0.2585; number 2, C, carries 0.8442; number 3, C, carries -0.5484; number 4, C, carries -0.3835; number 5, C, carries -0.2560

=====

no.,largest force on an atom (eV/A)
1,2.582
2,2.152
3,5.402
4,6.068
5,3.349
6,5.543
7,3.332
8,4.046
9,4.513
10,2.813